{"formula": "C30H33EuN2O9P3S", "method": "wB97M-V/def2-TZVPD", "energy_ev": -111089.196, "charge": -1, "lumo_energy_ev": [2.4, -0.3], "spin_multiplicity": 7, "homo_energy_ev": [-2.37, -4.85], "species": ["Eu", "S", "P", "P", "P", "O", "O", "O", "O", "O", "O", "O", "O", "O", "N", "N", "C", "C", "C", "C", "C", "C", "C", "C", "C", "C", "C", "C", "C", "C", "C", "C", "C", "C", "C", "C", "C", "C", "C", "C", "C", "C", "C", "C", "C", "C", "H", "H", "H", "H", "H", "H", "H", "H", "H", "H", "H", "H", "H", "H", "H", "H", "H", "H", "H", "H", "H", "H", "H", "H", "H", "H", "H", "H", "H", "H", "H", "H", "H"], "positions_angstrom": [[8.891, 8.749, 17.451], [6.947, 10.314, 19.349], [10.916, 7.004, 18.576], [8.830, 8.329, 14.476], [11.932, 9.604, 18.922], [11.799, 5.746, 18.771], [10.543, 10.051, 18.370], [9.496, 7.168, 19.117], [10.971, 7.351, 17.119], [12.932, 9.568, 17.655], [11.743, 8.088, 19.377], [4.933, 7.445, 16.084], [6.955, 8.180, 16.472], [12.496, 10.286, 20.054], [11.949, 8.275, 22.317], [12.203, 5.971, 21.951], [5.955, 7.993, 15.768], [8.229, 4.221, 14.231], [9.804, 9.270, 22.365], [10.638, 8.263, 22.882], [8.950, 7.373, 24.329], [8.721, 5.462, 14.588], [12.609, 7.188, 21.889], [6.014, 8.698, 14.399], [6.849, 11.337, 17.758], [5.444, 11.310, 17.218], [7.287, 9.760, 12.607], [8.069, 8.341, 23.851], [10.144, 9.113, 13.482], [6.105, 10.057, 11.936], [4.925, 9.464, 12.370], [11.529, 9.507, 11.569], [7.482, 4.005, 13.098], [7.675, 6.428, 12.696], [4.872, 8.778, 13.580], [10.526, 8.773, 12.225], [8.561, 9.244, 22.895], [11.873, 10.895, 13.467], [8.468, 6.583, 13.845], [10.247, 7.353, 23.837], [7.983, 10.935, 16.832], [7.270, 9.088, 13.824], [7.969, 11.586, 20.121], [10.826, 10.145, 14.104], [12.150, 10.595, 12.147], [7.232, 5.142, 12.255], [12.923, 11.153, 11.588], [7.328, 7.352, 12.192], [8.780, 11.849, 19.455], [13.623, 7.439, 21.549], [8.561, 6.641, 24.980], [6.972, 12.316, 18.253], [10.966, 6.610, 24.225], [6.967, 3.080, 12.869], [12.540, 9.281, 16.817], [10.063, 9.652, 21.414], [8.793, 11.715, 16.931], [7.029, 8.292, 24.005], [5.177, 12.286, 16.743], [10.703, 10.297, 15.196], [3.935, 8.354, 13.928], [12.393, 11.679, 14.036], [11.263, 5.964, 22.308], [6.079, 10.657, 11.033], [5.281, 10.485, 16.502], [7.642, 10.952, 15.805], [6.602, 5.041, 11.415], [9.359, 5.441, 15.492], [4.012, 9.506, 11.664], [8.452, 3.418, 14.877], [7.388, 12.535, 20.311], [8.162, 11.225, 21.112], [12.185, 9.088, 21.814], [11.720, 5.488, 19.649], [8.208, 10.012, 12.203], [4.726, 11.112, 18.057], [11.760, 9.268, 10.527], [9.974, 8.010, 11.669], [7.791, 9.885, 22.335]], "forces_ev_per_a": [[-0.732, 0.429, 0.018], [0.053, 0.205, -0.258], [-1.129, 1.696, -0.910], [-0.388, -0.403, 0.304], [-2.547, 0.501, -2.964], [-0.355, -0.441, -1.946], [1.554, -0.564, 0.506], [0.924, -1.264, -0.024], [-0.498, 0.260, -0.722], [0.139, 0.094, 0.430], [0.974, -0.416, 0.603], [-1.464, -1.051, 0.267], [2.218, -0.302, 1.772], [1.252, 1.231, 1.864], [-2.693, -0.397, 1.669], [0.809, 0.246, -0.608], [-1.451, 1.167, -1.973], [-0.120, -0.118, -0.381], [-2.109, 0.860, 0.407], [4.985, -0.920, -0.895], [3.360, -1.873, 0.332], [1.269, -0.579, 1.189], [1.107, -1.464, 0.344], [0.774, -0.464, -1.254], [0.172, 0.078, 0.441], [-1.306, -0.347, 0.056], [-1.539, -0.079, 0.992], [-0.542, 2.489, -1.762], [-0.303, 0.060, 0.860], [-0.326, -0.490, -0.010], [-1.278, 0.161, -1.284], [-0.705, -0.526, -0.862], [-0.680, 2.133, -1.428], [-0.525, -0.841, -0.858], [0.426, 0.429, 0.611], [0.384, 0.078, -2.127], [-2.573, 2.102, -2.199], [-1.618, -0.644, 1.028], [-0.516, 1.253, -0.663], [-1.389, -1.862, 2.074], [0.766, 1.487, 0.287], [-0.787, -0.449, 0.273], [-1.282, 0.948, 0.429], [1.963, 1.061, 1.036], [0.959, 0.267, 0.014], [1.102, 0.432, 2.738], [-0.532, -0.348, 0.345], [0.300, -0.927, -0.007], [0.599, -0.330, 0.406], [-0.375, -0.311, -0.229], [0.105, -0.829, 0.847], [0.077, -0.197, -0.607], [-0.457, 0.512, -0.256], [0.391, -0.162, 0.049], [-0.186, -0.134, 0.468], [-0.073, 0.921, -0.740], [-0.539, -0.672, -0.223], [-1.012, 0.015, 0.330], [0.246, -0.790, 0.191], [-0.304, 0.206, -0.751], [0.232, -0.027, 0.090], [-0.283, -0.414, -0.387], [-0.596, -0.164, 0.119], [0.256, -0.132, -0.022], [0.131, 0.423, 0.122], [-0.171, 0.095, -0.426], [-0.530, 0.024, -0.891], [-0.445, 0.593, -0.498], [1.413, 0.057, 1.467], [0.126, -0.902, 0.673], [0.180, -0.958, -0.439], [1.084, -0.036, 0.246], [0.350, 1.573, -0.758], [0.375, -1.346, 3.244], [1.553, 0.682, -0.821], [0.442, 0.405, -0.736], [-0.030, -0.055, 0.356], [0.359, 0.029, 0.201], [0.981, -0.974, 1.223]], "mulliken_spin": [4.072, -0.003, 0.005, -0.004, -0.001, -0.002, -0.003, 0.008, 0.001, 0.000, -0.008, 0.000, -0.014, -0.001, 0.140, 0.117, -0.003, 0.000, 0.509, 0.410, 0.385, 0.000, -0.015, 0.000, 0.007, -0.001, 0.000, 0.547, -0.003, 0.000, 0.000, 0.000, 0.000, 0.000, 0.000, 0.000, -0.262, 0.000, 0.000, -0.013, -0.040, -0.001, 0.002, 0.002, 0.000, 0.000, 0.000, 0.000, -0.003, -0.009, 0.040, -0.001, 0.015, 0.000, 0.000, 0.115, -0.001, 0.035, 0.000, 0.000, 0.000, 0.000, 0.022, 0.000, 0.000, 0.006, 0.000, 0.000, 0.000, 0.000, 0.000, 0.006, -0.048, -0.001, 0.000, 0.000, 0.000, 0.000, -0.006]}

***

{"formula": "C30H33F2N7O7P2S2", "method": "wB97M-V/def2-TZVPD", "energy_ev": -102084.705, "charge": 0, "lumo_energy_ev": -2.3, "homo_energy_ev": -9.44, "species": ["S", "S", "P", "P", "F", "F", "O", "O", "O", "O", "O", "O", "O", "N", "N", "N", "N", "N", "N", "N", "C", "C", "C", "C", "C", "C", "C", "C", "C", "C", "C", "C", "C", "C", "C", "C", "C", "C", "C", "C", "C", "C", "C", "C", "C", "C", "C", "C", "C", "C", "H", "H", "H", "H", "H", "H", "H", "H", "H", "H", "H", "H", "H", "H", "H", "H", "H", "H", "H", "H", "H", "H", "H", "H", "H", "H", "H", "H", "H", "H", "H", "H", "H"], "positions_angstrom": [[-2.209, 1.633, 6.219], [0.415, 0.898, 5.189], [-1.809, 1.357, 3.316], [-1.777, -0.774, 2.864], [-3.071, 0.150, 6.248], [1.495, 2.067, 5.915], [1.147, 0.412, 3.902], [-1.416, 1.927, 7.549], [-1.247, -1.803, 4.164], [-0.871, -1.012, 1.358], [0.289, -0.242, 6.273], [-3.245, 2.819, 6.109], [-3.283, -1.219, 2.501], [-3.762, 1.811, 1.047], [-1.079, 1.750, 4.893], [4.446, -2.603, 3.681], [-6.519, 0.699, -4.092], [-0.750, -2.392, -1.788], [5.638, -0.982, -1.632], [1.738, 3.443, 1.510], [-1.058, -4.654, -2.573], [5.192, -1.952, -4.217], [2.130, 3.420, 2.802], [-6.278, 0.923, -6.483], [0.304, -4.902, -2.431], [4.027, 4.798, 2.376], [-6.965, -0.271, -6.677], [-7.185, -0.455, -4.311], [0.568, -2.664, -1.659], [3.253, 4.076, 3.279], [-5.206, 0.961, -0.691], [5.879, -0.758, -4.024], [-4.696, 0.944, 0.597], [4.728, -2.658, -3.112], [-4.734, 1.927, -1.574], [5.832, -1.795, 1.878], [-1.532, -3.395, -2.243], [3.662, -1.516, 3.507], [1.136, -3.889, -1.966], [-6.079, 1.362, -5.184], [6.078, -0.319, -2.725], [3.897, -0.542, 2.549], [-3.774, 2.835, -1.139], [4.973, -2.136, -1.852], [-3.322, 2.737, 0.167], [-7.429, -0.977, -5.571], [5.005, -0.687, 1.721], [5.513, -2.717, 2.862], [3.650, 4.838, 1.037], [2.508, 4.153, 0.657], [-5.035, 0.212, 1.324], [1.175, -1.842, -1.289], [4.190, -3.591, -3.229], [6.612, 0.605, -2.522], [-1.342, -0.409, 0.682], [-3.233, 1.684, 3.457], [-2.571, 3.420, 0.552], [-3.386, 3.600, -1.802], [-7.968, -1.910, -5.689], [-0.386, -2.229, 3.824], [2.812, -1.446, 4.179], [1.496, 2.842, 3.468], [4.916, 5.324, 2.712], [5.222, 0.056, 0.960], [3.232, 0.308, 2.452], [6.126, -3.600, 3.021], [-5.905, 1.497, -7.324], [5.018, -2.328, -5.221], [-7.139, -0.647, -7.680], [4.628, -2.648, -0.958], [6.704, -1.936, 1.249], [2.171, 4.157, -0.376], [-5.546, 2.286, -4.981], [4.232, 5.391, 0.308], [-5.954, 0.238, -0.999], [6.252, -0.184, -4.864], [-1.732, -5.423, -2.932], [-5.111, 1.972, -2.591], [-7.529, -0.967, -3.417], [3.519, 4.026, 4.329], [0.713, -5.877, -2.681], [2.201, -4.051, -1.845], [-2.586, -3.151, -2.340]], "forces_ev_per_a": [[-1.885, 6.410, 7.579], [4.863, -6.177, 2.094], [-0.063, 1.676, -2.509], [-5.503, -5.320, -2.269], [2.298, 2.941, -0.642], [-2.965, -2.067, -1.883], [-3.674, 2.975, 4.497], [-2.555, -2.735, -5.635], [1.660, 1.579, -4.003], [-1.717, 1.845, 2.662], [-0.044, 5.664, -4.544], [3.601, -5.690, -1.292], [5.444, 2.226, 1.536], [-0.193, -0.039, -0.991], [-0.236, -1.982, 1.327], [0.181, 0.653, -0.698], [-0.176, -0.375, -1.019], [0.398, -0.894, -0.232], [-0.137, -0.335, -0.968], [0.800, 0.472, 0.342], [0.295, -0.020, 0.031], [-0.008, -0.010, -0.008], [-0.371, 0.024, -0.895], [-0.124, -0.213, -0.003], [-0.001, -0.002, -0.004], [0.002, -0.008, -0.011], [-0.004, -0.004, 0.013], [0.418, 0.742, 0.279], [-0.861, 0.333, -0.033], [0.133, 0.115, -0.160], [0.167, 0.308, -0.148], [-0.140, -0.241, -0.006], [0.315, 0.245, 0.491], [0.121, 0.194, -0.207], [0.034, 0.071, -0.094], [-0.170, 0.173, -0.004], [0.412, 0.768, 0.319], [0.467, -0.827, 0.210], [-0.223, -0.187, -0.104], [-0.294, -0.433, 0.786], [-0.263, -0.381, 0.807], [0.215, -0.033, -0.146], [-0.164, -0.210, 0.105], [0.412, 0.751, 0.277], [-0.110, -0.405, 0.591], [0.108, 0.174, -0.201], [0.002, 0.111, -0.014], [-0.699, -0.002, 0.590], [0.051, -0.030, 0.282], [-0.590, -0.520, 0.480], [0.124, 0.020, -0.103], [0.003, -0.080, -0.014], [0.055, 0.089, 0.012], [-0.033, -0.057, -0.056], [0.838, -1.355, 1.363], [1.212, -0.682, 0.706], [-0.005, -0.024, -0.055], [-0.009, -0.061, 0.097], [0.049, 0.092, 0.038], [-1.504, 0.680, 0.982], [0.078, 0.035, -0.061], [0.168, 0.158, -0.131], [-0.105, -0.064, -0.034], [-0.018, -0.164, 0.050], [0.045, -0.077, 0.019], [-0.014, 0.073, -0.029], [-0.026, -0.041, 0.097], [0.020, 0.045, 0.117], [0.022, 0.047, 0.120], [0.014, 0.013, -0.034], [-0.088, 0.022, 0.025], [0.060, 0.015, 0.068], [-0.020, -0.028, -0.076], [-0.070, -0.054, 0.052], [0.082, 0.093, 0.026], [-0.026, -0.042, 0.093], [0.046, 0.087, 0.040], [-0.009, -0.114, 0.225], [0.010, 0.004, -0.098], [-0.048, -0.022, -0.088], [-0.049, 0.104, 0.033], [-0.107, 0.035, 0.029], [0.076, -0.058, 0.011]], "lowdin_charge": [0.823, 0.822, 0.823, 0.527, -0.209, -0.217, -0.341, -0.319, -0.231, -0.263, -0.303, -0.321, -0.420, 0.003, -0.591, 0.052, 0.051, 0.055, 0.061, 0.061, -0.078, -0.076, -0.157, -0.073, -0.079, -0.077, -0.077, -0.142, -0.146, -0.065, -0.056, -0.076, -0.144, -0.078, -0.068, -0.091, -0.148, -0.153, -0.078, -0.147, -0.145, -0.070, -0.070, -0.147, -0.155, -0.074, -0.085, -0.158, -0.079, -0.153, 0.094, 0.103, 0.093, 0.102, 0.088, -0.001, 0.099, 0.101, 0.103, 0.105, 0.085, 0.053, 0.106, 0.093, 0.084, 0.098, 0.103, 0.106, 0.106, 0.099, 0.098, 0.100, 0.100, 0.100, 0.099, 0.102, 0.101, 0.068, 0.103, 0.104, 0.105, 0.084, 0.102]}

***

Q: Which of these has the highest charge?
A: C30H33F2N7O7P2S2

***

Q: Which value of charge does entry 2 give?
A: 0

***

Q: What is the charge in the first record?
A: -1

***

Q: Which formula does entry 2 have?
A: C30H33F2N7O7P2S2